13
Properties=species:S:1:pos:R:3:forces:R:3:nbo_charge:R:1 method="wB97M-V/def2-TZVPD" gap_ev=7.0 total_charge=-1 total_energy_ev=-16576.8036 fmax_ev_per_a=3.75 homo_energy_ev=-2.77
S 0.57872 -0.23099 1.75765 -1.59 -0.06 -0.41 -0.787
N -0.16979 -0.21619 -1.28066 -0.52 -1.70 -0.18 -0.872
H 0.57946 0.06658 -0.66602 0.39 -0.36 0.59 0.379
H 2.78348 1.11282 0.56287 -0.74 -0.17 1.82 0.490
O 3.06007 1.59342 -0.19992 0.20 -1.10 -2.02 -0.956
H -1.52424 0.87244 1.19162 -0.17 0.18 -1.27 0.198
C -1.23182 -0.15627 0.98993 0.44 -3.22 1.89 -0.514
H -0.96496 -2.03108 -0.32803 -0.09 2.16 0.23 0.187
H -2.01704 -0.77397 1.64111 1.74 0.99 -0.98 0.163
H -0.55158 0.65240 -1.53864 -0.78 1.29 -0.62 0.328
H -2.22255 -0.84360 -0.88552 1.17 0.12 0.13 0.159
C -1.18450 -0.88960 -0.42270 -0.41 0.58 0.60 -0.233
H 2.86475 0.84405 -0.82170 0.36 1.27 0.21 0.460

=====

18
Properties=species:S:1:pos:R:3:forces:R:3:nbo_charge:R:1 method="wB97M-V/def2-TZVPD" smiles="NCCC=O.O.O" gap_ev=10.0 total_energy_ev=-10921.2593 fmax_ev_per_a=1.37 homo_energy_ev=-9.57
O -1.51575 2.20446 2.15729 0.31 -0.30 0.34 -0.515
C -0.39642 1.84358 1.89636 0.48 -0.06 -0.71 0.449
H 1.28671 2.39598 0.61301 -0.03 -0.15 0.32 0.216
C 0.09878 1.02789 -0.48357 0.71 -0.89 0.21 -0.212
H 0.41901 -2.76170 -3.02190 -0.21 0.36 0.01 0.474
H -0.27816 3.05853 0.20237 0.02 -0.41 -0.09 0.226
H 0.26844 1.28116 2.58766 -0.47 0.06 0.21 0.111
H 0.24704 1.38664 -1.50124 -0.30 0.29 0.02 0.195
H 1.92100 0.03299 -0.79662 -0.45 0.16 0.30 0.364
H 0.70203 -0.93757 -0.39526 -0.11 -0.18 -0.10 0.342
H -0.32957 -1.83748 -2.07769 -0.10 -0.10 -0.12 0.465
O 0.06974 -3.72997 -0.01173 0.09 -0.15 0.09 -0.950
O 0.01306 -1.88069 -2.97717 0.25 -0.35 0.09 -0.938
H 0.19936 -4.53835 0.50731 -0.07 0.32 -0.21 0.479
H 0.61095 -3.06545 0.42710 0.03 -0.09 0.12 0.470
N 1.09323 -0.03335 -0.19695 0.42 0.05 -0.03 -0.850
H -0.86924 0.55476 -0.39832 -0.46 0.10 -0.20 0.193
C 0.22515 2.13642 0.54288 -0.11 1.34 -0.26 -0.521

=====

14
Properties=species:S:1:pos:R:3:forces:R:3:nbo_charge:R:1 method="wB97M-V/def2-TZVPD" gap_ev=9.8 total_energy_ev=-21116.5421 fmax_ev_per_a=3.08 homo_energy_ev=-9.29
N 1.00712 0.87283 0.38441 2.09 2.08 -0.89 -0.828
H 1.34370 -0.43308 1.94369 0.06 0.74 0.98 0.216
C 0.64862 -0.19126 1.16632 -2.30 -1.76 0.13 -0.055
H -1.79110 -0.14890 -0.73758 0.07 -1.46 1.80 0.242
N 0.57542 -1.41558 0.41832 0.29 -0.02 -0.56 -0.588
S 0.35779 0.91041 -1.24670 -0.77 -0.66 0.83 1.424
H -1.98497 0.99031 -1.64203 0.20 1.48 -1.03 0.252
C -1.42030 0.84326 -0.74241 1.19 -0.82 -1.89 -0.869
O 0.27136 -3.70096 0.01857 0.19 -0.66 0.02 -0.536
H -0.38221 0.05645 1.41111 -0.09 -0.66 1.26 0.198
O 0.53003 2.27362 -1.69244 0.47 1.15 -0.47 -0.950
C 0.46080 -2.57853 0.27821 -0.56 -0.43 -0.15 0.861
H -1.64449 1.57467 -0.02355 -0.40 0.55 1.18 0.244
H 2.02822 0.94675 0.46409 -0.44 0.48 -1.22 0.390